1.
C3H11N5 | ωB97M-V/def2-TZVPD

CARTESIAN COORDINATES (ANGSTROEM)
C -0.23856 -0.38271 0.14518
C -0.49555 -1.77493 -0.22042
C -2.50921 0.32624 -0.15339
N 1.05298 0.11962 0.31592
N -1.14174 0.55276 0.18940
N 3.55225 0.50335 -0.48498
N -0.82216 1.81812 0.47380
N 2.09026 -0.46451 0.20676
H 0.41862 -2.32340 -0.39597
H -1.03400 -1.63327 -1.10289
H -1.09672 -2.37964 0.50185
H -2.61295 0.58572 -1.23647
H -2.82943 -0.62032 0.12784
H -3.18607 1.01459 0.48914
H 4.34170 0.03833 0.00167
H 3.50417 1.47626 -0.23538
H -1.66214 2.54140 0.56984
H 0.16464 1.99774 0.80790
H 2.50390 -1.39533 0.00020

The value obtained for the HOMO-LUMO gap (spin up / spin down) is 7.5 / 7.5 eV. Its spin multiplicity is 1. The calculation puts the highest occupied orbital energy (spin up / spin down) at -0.685 / -0.685 Ha. For the energy above the lowest of the compared OMol25 structures with the same formula, charge and spin, the calculation gives 116.9 kcal per mole. As for the charge: +2. The calculation puts the largest force on an atom at 5.66 eV/A.

Atom charges from the Löwdin analysis, given in e for atoms 1 to 4:
1 C -0.222
2 C 0.044
3 C 0.063
4 N 0.136


2.
C26H54BrClN2O9PS | ωB97M-V/def2-TZVPD

CARTESIAN COORDINATES (ANGSTROEM)
C -4.83010 -6.44402 0.77234
C -6.10815 -5.65646 0.28197
P -6.23136 -3.99125 1.16356
C -7.48314 -2.97445 0.21220
C -4.50933 -3.27249 1.05582
C -3.81878 -2.77786 -0.15519
C -4.64392 -2.84610 -1.47779
N -2.60360 -2.28503 -0.31459
N -1.85409 -2.22890 0.76567
Br -0.11345 -1.58174 0.54114
C -2.34560 -2.61861 1.95498
Cl -1.22678 -2.49377 3.33356
C -3.65394 -3.16048 2.25644
S -4.20429 -3.65556 3.89862
H -3.87874 -5.93590 0.50652
H -4.83689 -7.44358 0.27120
H -4.87404 -6.64692 1.86978
H -5.96036 -5.45520 -0.80824
H -7.04286 -6.23772 0.42780
H -8.45116 -3.05277 0.76652
H -7.64686 -3.46485 -0.77395
H -7.18476 -1.90747 0.14730
H -5.55160 -2.20176 -1.41190
H -4.04867 -2.42591 -2.32817
H -4.87485 -3.89681 -1.75824
H -5.22909 -2.75841 4.11189
C 0.54425 -0.29472 -7.68463
O -0.08683 0.44550 -6.65864
C -1.49047 0.54811 -6.84450
C -2.19844 0.69016 -5.50936
O -2.29208 -0.53084 -4.77561
C -1.08869 -1.01626 -4.18870
C -0.61091 -0.19391 -3.00421
O 0.01774 0.99769 -3.43912
C -0.05396 2.02665 -2.47178
H 0.45780 0.22487 -8.64416
H 1.59836 -0.39700 -7.42985
H 0.11072 -1.29805 -7.76240
H -1.87885 -0.33482 -7.36649
H -1.68219 1.43915 -7.45433
H -3.23166 0.98374 -5.71110
H -1.76028 1.48288 -4.90227
H -0.30650 -1.13990 -4.93801
H -1.33420 -2.01755 -3.82063
H 0.13145 -0.76979 -2.43528
H -1.46640 0.03537 -2.35561
H -1.09668 2.23925 -2.21011
H 0.37843 2.92815 -2.90286
H 0.51256 1.75312 -1.57511
C 7.58820 -1.35312 2.54083
O 6.20331 -1.59502 2.38547
C 5.92799 -2.90611 1.91665
C 4.56696 -3.37326 2.40112
O 4.54603 -3.76150 3.77136
C 4.62888 -2.71542 4.73613
C 3.37294 -1.86749 4.82846
O 3.30910 -0.94394 3.74783
C 1.98892 -0.57140 3.43492
H 8.09591 -1.38238 1.57145
H 7.71270 -0.36300 2.97734
H 8.03635 -2.08649 3.21988
H 6.69390 -3.61108 2.26070
H 5.93380 -2.87623 0.81989
H 4.30859 -4.27740 1.84329
H 3.78852 -2.63866 2.18651
H 5.51879 -2.10544 4.58034
H 4.75805 -3.22233 5.69594
H 3.39098 -1.28807 5.75930
H 2.49406 -2.52365 4.82757
H 1.38720 -1.45537 3.19465
H 2.01837 0.07178 2.55371
H 1.53497 -0.01888 4.26503
C 2.06455 5.00208 3.85856
O 2.25788 5.48778 2.54674
C 2.67255 4.47371 1.64484
C 2.21707 4.79204 0.23155
O 0.82934 4.55113 0.00563
C -0.08139 5.47077 0.60597
C -0.08046 6.84468 -0.04105
O 1.04729 7.59557 0.38156
C 1.43192 8.57342 -0.56372
H 3.01243 4.66054 4.28737
H 1.67204 5.81573 4.46720
H 1.33429 4.18425 3.86607
H 2.26660 3.49872 1.94358
H 3.76811 4.43049 1.67278
H 2.74021 4.11241 -0.44671
H 2.49474 5.80403 -0.06400
H 0.07304 5.53006 1.68368
H -1.07180 5.03215 0.45319
H -0.97964 7.39317 0.26626
H -0.08162 6.73058 -1.13134
H 1.64736 8.11065 -1.53320
H 2.34308 9.04991 -0.20372
H 0.65120 9.33280 -0.67408

The value obtained for the HOMO-LUMO gap is 5.5 eV. Its spin multiplicity is 1. The calculation puts the highest occupied orbital energy at -0.392 Ha. As for the charge: +1. The calculation puts the largest force on an atom at 3.69 eV/A.

Atom charges from the Löwdin analysis, given in e for atoms 1 to 4:
1 C -0.154
2 C -0.394
3 P 0.942
4 C -0.290


3.
C5H11F2N2 | ωB97M-V/def2-TZVPD

CARTESIAN COORDINATES (ANGSTROEM)
C 0.33482 0.48930 1.81699
C -0.74327 0.67353 0.73622
C 1.22001 0.18587 -0.37411
C -0.45404 -1.55539 -0.23312
C -0.85710 0.32091 -1.70595
N 1.52234 0.04562 1.08582
N -0.24965 -0.10244 -0.43073
F 1.90539 -0.65590 -1.12571
F 1.43856 1.41767 -0.86213
H 0.49984 1.42023 2.36158
H 0.06605 -0.28775 2.53691
H -1.72604 0.31819 1.04065
H -0.81717 1.72551 0.44805
H -0.07724 -2.10178 -1.09619
H 0.08195 -1.88966 0.65223
H -1.51790 -1.75874 -0.11750
H -0.35581 -0.18173 -2.53294
H -1.91149 0.05554 -1.70588
H -0.75674 1.39728 -1.84027
H 2.39751 0.48373 1.34606

The value obtained for the HOMO-LUMO gap is 11.9 eV. Its spin multiplicity is 1. The calculation puts the highest occupied orbital energy at -0.536 Ha. For the energy above the lowest of the compared OMol25 structures with the same formula, charge and spin, the calculation gives 0.0 kcal per mole. As for the charge: +1. The calculation puts the largest force on an atom at 3.15 eV/A. As for the SMILES: C[N+]1(C)CCNC1(F)F.

Atom charges from the Löwdin analysis, given in e for atoms 1 to 4:
1 C -0.133
2 C -0.062
3 C -0.543
4 C 0.043


4.
C27H29N5O4 | ωB97M-V/def2-TZVPD

CARTESIAN COORDINATES (ANGSTROEM)
C -1.52165 -5.76535 0.66288
C -1.18477 -4.97234 1.53782
C -0.72282 -3.78296 2.50782
C -0.57720 -2.44523 1.66257
C -1.73854 -2.01756 1.04475
O -3.00489 -2.52554 1.01866
C -1.23412 -0.73673 0.27859
O -1.79139 -0.27358 -0.67510
O -0.04977 -0.32194 0.90085
C 0.65048 -1.49982 1.33780
O 1.82924 -1.66870 1.38145
H -1.80264 -6.20313 -0.32717
H -1.47699 -3.66150 3.33914
H 0.27320 -4.06716 2.95682
H -3.15595 -3.08059 1.80864
N -1.89497 0.26843 -3.63048
C -2.78123 1.20852 -4.08077
C -2.57219 1.37895 -5.42692
C -1.52377 0.50333 -5.80363
C -1.12861 -0.17014 -4.67436
H -1.82010 -0.05079 -2.67705
H -3.48211 1.67551 -3.40543
H -3.11369 2.05666 -6.06891
H -1.10557 0.37966 -6.79062
H -0.36875 -0.92082 -4.52470
N -1.23788 3.81036 -2.36366
C -0.54918 3.65995 -1.19108
C 0.10759 4.83683 -0.93166
C -0.20170 5.73324 -1.98600
C -1.03572 5.07242 -2.85233
H -1.80615 3.10182 -2.79904
H -0.58459 2.73036 -0.64476
H 0.73918 5.03231 -0.07851
H 0.14729 6.74845 -2.09697
H -1.50048 5.38983 -3.77240
N 4.13866 8.49675 -2.99168
C 3.32831 7.41670 -3.22166
C 3.34559 6.62869 -2.09965
C 4.19420 7.25939 -1.15375
C 4.66626 8.41056 -1.73140
H 4.31769 9.23825 -3.64653
H 2.81241 7.30257 -4.16189
H 2.80725 5.70222 -1.97154
H 4.43150 6.90906 -0.16102
H 5.33073 9.17299 -1.35660
N 1.71249 -5.59860 -0.08506
C 2.53835 -6.56982 -0.57998
C 3.80917 -6.04578 -0.63055
C 3.73211 -4.71430 -0.13948
C 2.41903 -4.48565 0.18653
H 0.72870 -5.66402 0.06944
H 2.15523 -7.54041 -0.85282
H 4.69181 -6.56024 -0.97793
H 4.54289 -4.00971 -0.03656
H 1.92142 -3.62552 0.59086
N -1.57598 -3.35662 6.79789
C -2.42025 -4.22336 7.43914
C -3.60064 -3.56655 7.67558
C -3.46696 -2.25487 7.15228
C -2.20922 -2.15546 6.61489
H -0.63732 -3.56899 6.50606
H -2.10774 -5.22893 7.67204
H -4.46541 -3.98239 8.16886
H -4.20960 -1.47218 7.16758
H -1.71024 -1.33655 6.12069

The value obtained for the HOMO-LUMO gap is 6.7 eV. Its spin multiplicity is 1. The calculation puts the highest occupied orbital energy at -0.290 Ha. For the energy above the lowest of the compared OMol25 structures with the same formula, charge and spin, the calculation gives 197.8 kcal per mole. The calculation puts the largest force on an atom at 3.08 eV/A. As for the SMILES: C#CCC1=C(O)C(=O)OC1=O.c1cc[nH]c1.c1cc[nH]c1.c1cc[nH]c1.c1cc[nH]c1.c1cc[nH]c1.

Atom charges from the Löwdin analysis, given in e for atoms 1 to 4:
1 C 0.074
2 C -0.098
3 C -0.090
4 C -0.029